(1)
ORCA calculation (ωB97M-V/def2-TZVPD) on a molecular structure, C24H31BrN2O9S.

Output
HOMO-LUMO gap: 8.14 eV
E_HOMO: -0.313 Eh

Structure (XYZ):
```
68
C24H31BrN2O9S | OMol25 | ωB97M-V/def2-TZVPD
C -0.38 -2.44 -5.09
C 0.16 -2.74 -3.67
C 1.28 -1.79 -3.20
C 0.91 -1.04 -1.94
C 1.24 -1.57 -0.63
Br 2.14 -3.25 -0.57
C 0.95 -0.96 0.55
C 1.28 -1.45 1.93
C 2.24 -0.50 2.69
C 3.63 -1.11 2.96
C 4.73 -0.08 2.81
O 4.42 1.08 3.62
C 4.19 2.24 2.97
O 4.95 2.76 2.21
C 0.26 0.28 0.42
N -0.11 1.05 1.46
S -0.81 2.34 0.83
N -0.70 2.02 -0.73
C -0.08 0.84 -0.84
C 0.26 0.16 -2.04
C -0.11 0.79 -3.35
C 1.06 1.41 -4.06
O 1.21 1.42 -5.25
H 0.20 -1.66 -5.57
H -0.28 -3.32 -5.73
H -1.42 -2.13 -5.05
H -0.67 -2.71 -2.97
H 0.55 -3.76 -3.64
H 1.49 -1.05 -3.97
H 2.20 -2.33 -3.01
H 1.70 -2.45 1.88
H 0.33 -1.48 2.47
H 1.80 -0.16 3.62
H 2.38 0.39 2.08
H 3.85 -1.91 2.25
H 3.66 -1.51 3.97
H 5.67 -0.48 3.16
H 4.83 0.22 1.77
H 3.21 2.67 3.22
H -0.79 1.62 -3.14
H -0.65 0.11 -4.02
H 1.80 1.89 -3.39
C 1.43 5.64 5.22
C 0.52 4.77 4.39
C -0.94 5.20 4.34
O -1.61 3.95 4.10
C -0.83 2.96 4.62
O -1.18 1.84 4.76
O 0.39 3.45 4.95
H 1.04 5.74 6.23
H 2.42 5.19 5.29
H 1.52 6.62 4.77
H 0.91 4.66 3.38
H -1.16 5.91 3.55
H -1.28 5.59 5.30
C -5.25 -4.81 -3.47
C -4.87 -3.74 -2.48
C -5.72 -2.49 -2.50
O -4.80 -1.49 -2.04
C -3.56 -1.89 -2.37
O -2.58 -1.22 -2.31
O -3.57 -3.18 -2.80
H -5.30 -4.41 -4.48
H -4.52 -5.61 -3.46
H -6.22 -5.23 -3.21
H -4.81 -4.15 -1.47
H -6.59 -2.54 -1.85
H -6.03 -2.22 -3.52
```

***

(2)
ORCA calculation (ωB97M-V/def2-TZVPD) on 2 unconnected molecules or ions with the total composition CH4FN2 in a non-equilibrium geometry.

Output
HOMO-LUMO gap (spin up / spin down): 8.85 / 10.08 eV
E_HOMO (spin up / spin down): -0.607 / -0.593 Eh
total charge: +1

Structure (XYZ):
```
8
CH4FN2 | OMol25 | ωB97M-V/def2-TZVPD
C -0.66 -0.05 -0.11
N 1.87 -0.71 -0.05
N -1.08 1.13 0.00
F -1.34 -1.09 0.16
H 1.87 -1.29 0.79
H 1.85 -1.28 -0.89
H -0.47 1.92 -0.20
H -2.04 1.36 0.30
```

***

(3)
ORCA calculation (ωB97M-V/def2-TZVPD) on 2 unconnected molecules or ions with the total composition C12H26BF4N3O in a non-equilibrium geometry.

Output
HOMO-LUMO gap (spin up / spin down): 8.42 / 9.16 eV
E_HOMO (spin up / spin down): -0.220 / -0.247 Eh
total charge: -1
2S+1: 2

Structure (XYZ):
```
47
C12H26BF4N3O | OMol25 | ωB97M-V/def2-TZVPD
C -2.51 -1.13 -2.83
C -2.08 -2.41 -1.84
C -0.89 -1.78 -0.85
N 0.40 -1.91 -1.63
C 1.46 -0.89 -1.15
N 2.68 -1.20 -2.05
C 1.97 -1.15 0.38
C 1.43 -0.13 1.52
C 0.61 -1.08 2.63
C 2.70 0.52 2.39
N 0.49 0.95 1.12
O -0.78 0.78 1.47
C 0.72 1.60 -0.20
C 1.87 2.82 -0.17
C -0.70 2.40 -0.59
C 1.07 0.66 -1.47
H -2.71 -0.17 -2.15
H -1.62 -0.82 -3.54
H -3.48 -1.35 -3.45
H -3.00 -2.59 -1.14
H -1.72 -3.35 -2.44
H -1.23 -0.68 -0.64
H -0.80 -2.44 0.11
H 0.82 -2.85 -1.37
H 3.39 -0.41 -1.93
H 3.19 -2.04 -1.65
H 3.16 -1.06 0.36
H 1.76 -2.27 0.71
H 0.24 -0.47 3.56
H -0.27 -1.70 2.11
H 1.39 -1.90 2.98
H 2.32 0.55 3.52
H 3.66 -0.15 2.34
H 2.94 1.62 2.10
H 2.96 2.42 -0.14
H 1.59 3.47 0.79
H 1.63 3.49 -1.11
H -1.57 1.63 -0.87
H -1.02 3.14 0.26
H -0.49 2.98 -1.61
H 1.93 1.20 -2.09
H 0.14 0.64 -2.21
B -4.33 1.01 2.15
F -3.59 -0.20 2.45
F -4.00 2.04 3.13
F -3.98 1.48 0.82
F -5.76 0.74 2.21
```

***

(4)
ORCA calculation (ωB97M-V/def2-TZVPD) on a single C2H2OS2 molecule in a non-equilibrium geometry.

Output
HOMO-LUMO gap: 7.71 eV
E_HOMO: -0.351 Eh
SMILES string: O=C(S)C=S

Structure (XYZ):
```
7
C2H2OS2 | OMol25 | ωB97M-V/def2-TZVPD
C 0.82 0.39 -0.07
C -0.84 0.62 0.41
H 0.02 -2.22 -0.53
H -0.88 1.87 0.83
O 1.66 1.20 -0.42
S 1.22 -1.41 0.03
S -2.00 -0.46 -0.26
```

***

(5)
ORCA calculation (ωB97M-V/def2-TZVPD) on 2 unconnected molecules or ions with the total composition C3H12NS in a non-equilibrium geometry.

Output
HOMO-LUMO gap: 9.38 eV
E_HOMO: -0.468 Eh
total charge: +1

Structure (XYZ):
```
17
C3H12NS | OMol25 | ωB97M-V/def2-TZVPD
C -2.37 0.25 -0.90
N -1.26 1.09 -1.32
H -2.27 -0.01 0.15
H -2.33 -0.72 -1.41
H -3.35 0.65 -1.12
H -1.30 2.02 -0.89
H -0.29 0.77 -1.01
H -1.11 1.23 -2.32
C 0.48 -1.42 1.18
S 1.28 -0.47 -0.17
C 2.68 0.26 0.71
H -0.56 -1.61 0.95
H 1.02 -2.36 1.22
H 0.57 -0.88 2.12
H 3.28 0.92 0.10
H 3.27 -0.54 1.14
H 2.25 0.80 1.56
```

***

(6)
ORCA calculation (ωB97M-V/def2-TZVPD) on a single C10H16N4O molecule.

Output
HOMO-LUMO gap: 9.66 eV
E_HOMO: -0.333 Eh
SMILES string: Cc1n[nH]c(=O)nc1NC1CCCCC1

Structure (XYZ):
```
31
C10H16N4O | OMol25 | ωB97M-V/def2-TZVPD
C 1.81 -0.31 -3.25
C 2.18 -0.93 -1.94
N 3.24 -1.66 -1.88
N 3.58 -2.21 -0.73
C 2.86 -2.07 0.48
O 3.27 -2.62 1.47
N 1.75 -1.29 0.40
C 1.39 -0.74 -0.73
N 0.29 0.02 -0.76
H 0.02 0.45 -1.63
C -0.55 0.26 0.39
C -0.51 1.75 0.78
C -1.79 2.17 1.51
C -2.33 1.01 2.33
C -2.81 -0.12 1.41
C -1.99 -0.17 0.11
H -2.43 0.50 -0.64
H -2.00 -1.18 -0.30
H -2.72 -1.07 1.93
H -3.86 0.02 1.16
H -3.16 1.34 2.96
H -1.55 0.64 2.99
H -1.58 3.02 2.16
H -2.55 2.49 0.80
H 0.36 1.93 1.41
H -0.39 2.36 -0.13
H -0.13 -0.35 1.19
H 4.42 -2.77 -0.73
H 2.55 -0.61 -3.99
H 1.80 0.78 -3.18
H 0.83 -0.65 -3.57
```

***

(7)
ORCA calculation (ωB97M-V/def2-TZVPD) on a molecular structure, C41H46CoP2 in a non-equilibrium geometry.

Output
HOMO-LUMO gap (spin up / spin down): 7.78 / 7.62 eV
E_HOMO (spin up / spin down): -0.286 / -0.289 Eh
2S+1: 4

Structure (XYZ):
```
90
C41H46CoP2 | OMol25 | ωB97M-V/def2-TZVPD
Co -1.70 0.95 1.08
C 0.69 4.94 -1.37
C 1.11 3.85 -2.05
C 2.29 2.94 -1.88
C 2.38 2.25 -0.49
C 2.88 3.15 0.63
C 2.95 4.49 0.79
C 2.85 5.65 -0.18
C 1.39 5.99 -0.58
C -3.31 0.73 2.46
H -0.39 5.15 -1.46
H 0.53 3.62 -2.98
H 3.23 3.50 -2.04
H 2.17 2.15 -2.64
H 1.35 1.86 -0.35
H 3.06 1.37 -0.54
H 3.34 2.55 1.44
H 3.28 4.87 1.78
H 3.50 5.52 -1.06
H 3.28 6.55 0.34
H 0.75 6.20 0.30
H 1.43 6.95 -1.09
H -4.13 1.42 2.20
H -2.94 1.13 3.44
H -3.78 -0.28 2.68
P -1.17 -2.82 -1.59
P 0.42 -3.55 0.86
C 0.63 -2.80 -1.70
C 1.27 -3.53 -0.75
C -1.60 -4.05 -2.97
C -0.69 -4.41 -3.98
C -1.04 -5.33 -4.98
C -2.27 -5.99 -4.91
C -3.17 -5.69 -3.88
C -2.85 -4.71 -2.93
C -1.39 -1.16 -2.36
C -1.26 -0.05 -1.51
C -1.22 1.22 -2.07
C -1.61 1.38 -3.42
C -1.79 0.27 -4.24
C -1.54 -1.01 -3.75
C 0.83 -5.37 1.11
C 0.34 -6.28 0.15
C 0.76 -7.62 0.17
C 1.58 -8.07 1.21
C 2.01 -7.19 2.20
C 1.67 -5.83 2.12
C 1.64 -2.82 2.02
C 1.19 -2.69 3.35
C 2.04 -2.18 4.32
C 3.33 -1.75 3.96
C 3.75 -1.85 2.63
C 2.91 -2.38 1.66
H 1.14 -2.14 -2.43
H 2.11 -4.23 -0.96
H 0.31 -3.96 -4.01
H -0.34 -5.53 -5.80
H -2.53 -6.74 -5.65
H -4.13 -6.23 -3.81
H -3.57 -4.45 -2.16
H -1.12 -0.23 -0.42
H -0.90 2.09 -1.50
H -1.76 2.39 -3.82
H -2.11 0.40 -5.27
H -1.46 -1.88 -4.42
H -0.33 -5.94 -0.65
H 0.44 -8.29 -0.62
H 1.87 -9.13 1.25
H 2.61 -7.55 3.04
H 2.10 -5.13 2.85
H 0.18 -3.02 3.61
H 1.70 -2.10 5.36
H 3.99 -1.31 4.72
H 4.74 -1.50 2.34
H 3.26 -2.45 0.63
C -2.41 5.49 4.00
C -2.33 5.42 2.44
C -3.64 6.10 1.97
C -1.16 6.33 2.08
C -2.10 4.08 1.81
C -1.85 2.91 1.45
H -2.42 6.57 4.23
H -1.50 5.11 4.50
H -3.31 5.08 4.47
H -3.59 7.16 2.24
H -3.73 6.07 0.87
H -4.54 5.68 2.45
H -0.22 5.74 2.09
H -1.31 6.80 1.11
H -1.06 7.13 2.85
```

***

(8)
ORCA calculation (ωB97M-V/def2-TZVPD) on a molecular structure, C3H2EuO3 in a non-equilibrium geometry.

Output
HOMO-LUMO gap (spin up / spin down): 5.45 / 5.56 eV
E_HOMO (spin up / spin down): -0.248 / -0.251 Eh
2S+1: 8

Structure (XYZ):
```
9
C3H2EuO3 | OMol25 | ωB97M-V/def2-TZVPD
O -2.39 0.36 -2.08
C -1.81 0.74 -1.12
O -1.83 1.62 -0.26
O -0.40 -0.37 -0.14
C 0.81 -0.07 0.48
C 1.79 -1.00 0.45
H 2.59 -0.99 1.20
H 1.73 -1.89 -0.20
Eu -0.50 1.60 1.67
```

***

(9)
ORCA calculation (ωB97M-V/def2-TZVPD) on a single C19H24N2O5S molecule.

Output
HOMO-LUMO gap: 8.02 eV
E_HOMO: -0.275 Eh
SMILES string: COc1ccc(NC(=O)[C@@H](C)N(c2ccc(C)cc2)S(C)(=O)=O)c(OC)c1

Structure (XYZ):
```
51
C19H24N2O5S | OMol25 | ωB97M-V/def2-TZVPD
C -6.89 -1.68 -0.13
H -6.45 -2.11 -1.03
O -6.52 -0.33 0.04
C -5.20 -0.03 0.19
C -4.89 1.32 0.33
C -3.58 1.73 0.49
C -2.56 0.79 0.51
C -2.86 -0.57 0.35
C -4.17 -0.98 0.19
H -4.39 -2.02 0.07
O -1.78 -1.42 0.38
C -1.92 -2.69 -0.21
H -2.44 -2.62 -1.17
H -2.45 -3.38 0.45
H -0.91 -3.05 -0.38
N -1.20 1.13 0.66
C -0.59 2.22 0.15
O -1.12 3.26 -0.16
C 0.94 2.07 0.16
N 1.31 0.72 -0.22
C 2.59 0.22 0.09
C 2.69 -1.10 0.53
C 3.93 -1.64 0.81
C 5.09 -0.89 0.69
C 4.98 0.42 0.25
C 3.75 0.98 -0.05
H 3.69 2.00 -0.40
H 5.87 1.03 0.14
C 6.42 -1.49 1.01
H 6.58 -2.41 0.45
H 6.47 -1.75 2.07
H 7.23 -0.80 0.79
H 4.00 -2.67 1.15
H 1.79 -1.68 0.62
S 0.77 0.19 -1.72
O 0.92 -1.24 -1.75
O -0.52 0.74 -1.98
C 1.94 0.89 -2.92
H 1.85 1.97 -2.88
H 2.94 0.56 -2.67
H 1.65 0.52 -3.89
C 1.40 2.39 1.59
H 1.02 1.63 2.27
H 2.48 2.42 1.67
H 0.99 3.36 1.88
H 1.35 2.83 -0.53
H -0.62 0.30 0.73
H -3.34 2.77 0.58
H -5.70 2.03 0.31
H -7.98 -1.67 -0.23
H -6.61 -2.29 0.74
```

***

(10)
ORCA calculation (ωB97M-V/def2-TZVPD) on a molecular structure, C50H47BrIrN5O2P2Te.

Output
HOMO-LUMO gap: 8.27 eV
E_HOMO: -0.474 Eh
total charge: +2

Structure (XYZ):
```
109
C50H47BrIrN5O2P2Te | OMol25 | ωB97M-V/def2-TZVPD
Ir 0.59 0.61 0.94
C -1.47 2.78 1.01
N -0.64 2.00 1.94
C -1.30 1.46 3.14
C -0.45 0.34 3.62
N 0.41 -0.28 2.83
C 0.94 -1.32 3.61
C 1.88 -2.31 3.32
C 2.19 -3.22 4.31
C 1.60 -3.15 5.58
C 0.67 -2.17 5.89
C 0.36 -1.27 4.87
N -0.51 -0.20 4.84
C -0.68 2.89 -0.25
N 0.31 2.06 -0.56
C 0.80 2.48 -1.80
C 1.85 2.04 -2.61
C 2.08 2.71 -3.79
C 1.28 3.79 -4.20
C 0.24 4.24 -3.42
C 0.04 3.58 -2.22
N -0.89 3.80 -1.21
H -1.70 3.76 1.42
H -2.40 2.24 0.84
H 0.14 2.60 2.27
H -2.29 1.09 2.88
H -1.41 2.24 3.90
H 2.34 -2.36 2.35
H 2.91 -3.99 4.11
H 1.87 -3.87 6.33
H 0.21 -2.11 6.86
H -1.09 0.13 5.60
H 2.49 1.22 -2.33
H 2.90 2.40 -4.42
H 1.49 4.28 -5.14
H -0.37 5.08 -3.72
H -1.56 4.55 -1.18
C 2.57 -1.57 -1.88
Te 2.86 -0.34 -0.17
C 3.96 -1.92 0.73
H 3.55 -1.97 -2.12
H 2.19 -0.98 -2.71
H 1.88 -2.37 -1.66
H 3.41 -2.86 0.66
H 4.21 -1.65 1.75
H 4.86 -1.99 0.12
C -1.80 -0.10 -1.46
P -1.08 -0.74 0.08
C -2.51 -0.78 1.22
C -3.65 0.00 1.03
C -4.69 -0.02 1.96
C -4.59 -0.83 3.08
C -3.47 -1.64 3.26
C -2.44 -1.62 2.33
C -0.84 -2.51 -0.19
C 0.33 -3.17 0.15
C 0.45 -4.54 -0.05
C -0.61 -5.25 -0.59
C -1.79 -4.60 -0.92
C -1.91 -3.24 -0.72
P -0.70 -0.34 -2.93
C -1.40 0.91 -4.08
C -2.54 1.67 -3.85
C -2.98 2.58 -4.81
C -2.30 2.72 -6.00
C -1.17 1.96 -6.25
C -0.71 1.07 -5.28
C -1.39 -1.89 -3.61
C -2.75 -2.06 -3.89
C -3.22 -3.27 -4.37
C -2.34 -4.32 -4.58
C -0.99 -4.16 -4.32
C -0.52 -2.95 -3.84
H -1.95 0.98 -1.33
H -2.78 -0.55 -1.62
H -3.76 0.61 0.14
H -5.57 0.58 1.79
H -5.40 -0.86 3.80
H -3.42 -2.30 4.12
H -1.59 -2.27 2.47
H 1.14 -2.61 0.59
H 1.37 -5.05 0.22
H -0.51 -6.32 -0.76
H -2.62 -5.15 -1.34
H -2.85 -2.75 -0.96
H -3.12 1.56 -2.94
H -3.88 3.16 -4.62
H -2.65 3.42 -6.75
H -0.63 2.05 -7.18
H 0.18 0.48 -5.47
H -3.44 -1.23 -3.76
H -4.27 -3.39 -4.59
H -2.71 -5.27 -4.96
H -0.30 -4.98 -4.50
H 0.54 -2.83 -3.64
Br 1.20 3.66 4.34
C 3.07 3.71 3.95
C 3.79 4.71 4.57
C 5.16 4.77 4.39
C 5.81 3.82 3.61
C 5.07 2.82 3.01
C 3.69 2.75 3.16
C 2.98 1.65 2.43
O 1.92 2.01 1.77
O 3.43 0.52 2.41
H 3.29 5.43 5.20
H 5.73 5.56 4.87
H 6.88 3.86 3.48
H 5.56 2.06 2.41
```

***

(11)
ORCA calculation (ωB97M-V/def2-TZVPD) on 3 unconnected molecules or ions with the total composition C4H8O3.

Output
HOMO-LUMO gap: 8.60 eV
E_HOMO: -0.298 Eh
SMILES string: O=C=CO.C=O.C

Structure (XYZ):
```
15
C4H8O3 | OMol25 | ωB97M-V/def2-TZVPD
C -1.37 0.73 0.95
C -1.09 -1.05 -1.19
O -0.20 -0.50 -1.81
C 1.56 -0.71 -0.37
O 1.50 -1.86 -0.13
C 1.71 0.60 -0.25
O 2.50 1.06 0.80
H -1.14 1.13 1.93
H -1.91 1.46 0.34
H -1.97 -0.18 1.06
H -2.14 -0.84 -1.43
H -0.88 -1.76 -0.38
H 1.34 1.35 -0.93
H -0.42 0.51 0.47
H 2.58 0.33 1.43
```

***

Values of electronic energy, in order: -127676.5006; -6787.4676; -30930.5914; -25820.7913; -15624.2757; -18638.0174; -99458.5234; -28610.8740; -44144.9849; -162903.4893; -10416.9840, all in eV.